{
  "formula": "C22H58Cl2O24P5Pb",
  "method": "ωB97M-V/def2-TZVPD",
  "elements": ["Pb", "Cl", "Cl", "P", "P", "P", "P", "P", "O", "O", "O", "O", "O", "O", "O", "O", "O", "O", "O", "O", "O", "O", "O", "O", "O", "O", "O", "O", "O", "O", "O", "O", "C", "C", "C", "C", "C", "C", "C", "C", "C", "C", "C", "C", "C", "C", "C", "C", "C", "C", "C", "C", "C", "C", "H", "H", "H", "H", "H", "H", "H", "H", "H", "H", "H", "H", "H", "H", "H", "H", "H", "H", "H", "H", "H", "H", "H", "H", "H", "H", "H", "H", "H", "H", "H", "H", "H", "H", "H", "H", "H", "H", "H", "H", "H", "H", "H", "H", "H", "H", "H", "H", "H", "H", "H", "H", "H", "H", "H", "H", "H", "H"],
  "coordinates": [[-3.953, 24.873, -13.325], [-5.590, 31.828, -17.393], [-6.172, 29.305, -18.699], [-7.207, 24.950, -11.061], [-0.873, 30.086, -18.448], [-6.196, 21.991, -14.519], [-7.294, 23.945, -19.867], [-8.033, 29.921, -14.004], [-1.242, 31.442, -18.816], [-8.385, 24.563, -12.032], [-5.886, 25.003, -11.721], [-2.810, 23.029, -21.746], [-7.502, 22.544, -15.213], [-7.928, 25.244, -19.192], [-1.797, 29.004, -19.180], [-8.743, 30.937, -14.980], [-7.369, 23.843, -9.963], [-5.539, 26.007, -14.870], [-7.631, 26.234, -10.266], [-3.563, 22.639, -19.663], [-5.393, 23.076, -13.903], [-1.046, 29.763, -16.891], [-6.628, 29.773, -14.721], [-3.704, 25.173, -15.763], [-5.431, 21.177, -15.617], [-7.120, 22.786, -18.989], [0.621, 29.642, -18.729], [-8.764, 28.528, -14.273], [-8.248, 23.675, -21.132], [-5.973, 24.451, -20.557], [-6.659, 20.862, -13.535], [-8.001, 30.264, -12.586], [1.162, 29.759, -20.051], [-4.786, 25.828, -15.883], [-7.689, 27.537, -10.857], [-3.446, 22.368, -20.965], [-9.263, 22.667, -21.038], [-8.739, 25.067, -18.022], [-6.449, 23.750, -8.863], [-5.468, 29.457, -13.930], [-8.773, 27.955, -15.559], [-5.014, 30.179, -17.629], [-0.256, 28.818, -16.174], [-1.667, 23.891, -18.973], [-8.383, 21.603, -15.860], [-4.006, 21.006, -21.314], [-8.544, 25.248, -13.289], [-5.230, 26.382, -17.217], [-1.468, 27.601, -19.117], [-7.257, 21.210, -12.276], [-5.940, 25.766, -21.200], [-10.057, 31.408, -14.658], [-3.190, 23.901, -19.128], [-4.894, 21.912, -16.733], [-5.976, 27.141, -17.020], [-10.245, 23.101, -20.839], [-6.767, 25.846, -21.901], [-8.265, 26.988, -15.590], [2.118, 30.270, -20.006], [-5.068, 21.377, -17.655], [-3.788, 20.837, -22.363], [-1.267, 24.815, -18.554], [-1.310, 27.252, -20.130], [-9.047, 21.909, -20.282], [-4.967, 29.615, -16.708], [-3.582, 20.213, -20.705], [-4.967, 25.829, -21.681], [-5.954, 26.549, -20.439], [-4.086, 30.133, -18.185], [-7.460, 27.506, -11.922], [-3.691, 24.101, -18.186], [-10.339, 31.206, -13.623], [0.035, 29.323, -15.245], [0.619, 28.441, -16.697], [-8.700, 27.926, -10.771], [-8.409, 21.814, -16.931], [-5.008, 28.583, -14.403], [-9.253, 24.693, -13.889], [-8.361, 28.549, -16.377], [-4.769, 30.293, -13.988], [-10.116, 32.489, -14.783], [-8.170, 25.315, -17.122], [-9.605, 25.719, -18.085], [-5.638, 29.196, -12.886], [-9.815, 27.730, -15.808], [-8.935, 26.256, -13.131], [-8.240, 20.751, -12.240], [-5.930, 22.795, -8.839], [-6.672, 20.823, -11.440], [-1.390, 23.060, -18.320], [-5.091, 21.037, -21.180], [-7.284, 22.285, -12.120], [-5.724, 24.566, -8.891], [-8.024, 20.573, -15.796], [-3.417, 24.712, -19.829], [-2.335, 27.102, -18.666], [0.491, 30.273, -20.739], [-7.026, 23.852, -7.946], [-5.283, 22.931, -16.769], [-7.565, 25.374, -13.760], [-0.683, 27.364, -18.398], [-1.185, 23.742, -19.936], [-9.295, 22.129, -21.988], [-10.780, 30.955, -15.338], [-9.033, 24.022, -17.918], [-0.830, 27.950, -15.819], [-5.708, 25.563, -17.766], [1.318, 28.754, -20.451], [-3.826, 22.039, -16.538], [-6.996, 28.212, -10.363], [-4.416, 26.667, -17.876], [-9.381, 21.658, -15.435]],
  "lowdin_charge": [1.635, 0.562, 0.512, 0.352, 0.345, 0.383, 0.369, 0.353, -0.202, -0.188, -0.390, 0.108, -0.201, -0.218, -0.221, -0.203, -0.194, -0.163, -0.176, -0.029, -0.377, -0.200, -0.227, -0.179, -0.176, -0.226, -0.235, -0.215, -0.205, -0.220, -0.177, -0.209, -0.070, -0.702, -0.068, -0.544, -0.093, -0.072, -0.060, -0.074, -0.115, -0.968, -0.110, -0.045, -0.058, 0.034, -0.064, 0.006, -0.083, -0.048, -0.035, -0.076, -0.220, -0.064, 0.042, 0.091, 0.096, 0.056, 0.094, 0.093, 0.088, 0.059, 0.101, 0.078, -0.003, 0.089, 0.094, 0.067, 0.005, 0.059, 0.086, 0.089, 0.094, 0.083, 0.104, 0.074, 0.068, 0.097, 0.083, 0.100, 0.094, 0.070, 0.097, 0.080, 0.100, 0.077, 0.105, 0.092, 0.100, 0.083, 0.085, 0.051, 0.089, 0.096, 0.109, 0.067, 0.094, 0.099, 0.070, 0.063, 0.076, 0.079, 0.092, 0.092, 0.075, 0.081, 0.076, 0.091, 0.099, 0.100, 0.072, 0.097],
  "e_above_lowest_kcal_mol": 0.00,
  "e_lumo_ha": -0.1271,
  "total_charge": 1,
  "orbital_gap_ev": 8.6
}